DFT (ωB97M-V/def2-TZVPD) results for a cluster of 2 separate species, C6H12N3S in total.

- frontier orbital gap (eV) = 9.1
- charge = +1
- LUMO energy (eV) = -3.67

Geometry (Å):
C: -3.380042 -2.320930 0.399286
C: 0.232232 1.777696 -0.645568
C: 1.704364 0.006215 -0.938783
C: -0.767467 0.858170 0.043669
C: 0.681639 -0.925726 -0.330989
C: 0.613309 0.162999 1.915956
N: -2.465902 -1.684150 0.201906
N: 1.095039 1.147203 -1.587720
N: -0.075830 -0.171662 0.736679
S: -0.790179 -1.027363 2.070241
H: -0.026092 2.678913 -1.207950
H: 0.987262 2.126481 0.090469
H: 2.524643 0.426838 -0.293823
H: 2.363074 -0.587966 -1.653736
H: -1.300715 1.636635 0.760883
H: -1.472689 0.210016 -0.547371
H: 0.100736 -1.139355 -1.248568
H: 1.205897 -1.872954 0.063602
H: -4.154731 -3.162954 0.465019
H: 1.583087 -0.244512 2.007788
H: 0.567740 1.125857 2.181830
H: 0.774627 0.980550 -2.482820

Force components x, y, z for each atom (eV/Å):
C -2.688 -3.355 -0.022
C 1.827 0.552 -1.152
C 2.881 0.242 -1.230
C -3.357 3.066 0.154
C 1.930 -1.483 -0.114
C 0.059 -3.654 0.459
N 0.898 0.983 -0.411
N 1.711 -1.052 1.761
N 0.983 -1.584 -1.638
S 0.917 1.106 0.701
H -1.417 -0.037 0.836
H -0.842 0.124 0.347
H -1.026 -0.520 0.279
H -1.187 0.538 0.557
H 0.548 -2.264 -1.013
H 0.278 1.740 0.057
H -0.678 -0.350 1.253
H -1.230 1.484 -0.230
H 1.305 1.974 0.055
H 0.870 -0.594 0.078
H -0.722 3.443 1.282
H -1.060 -0.356 -2.007

***

DFT (ωB97M-V/def2-TZVPD) results for a structure of composition C6H12N4O3PdS.

- frontier orbital gap (eV) = 7.9
- LUMO energy (eV) = -0.49

Geometry (Å):
Pd: 0.049543 1.095963 1.031522
N: -1.377326 0.739246 2.605397
C: -1.546534 -0.736177 2.583265
C: -1.147898 -1.302967 1.210559
O: -0.953861 -2.487683 1.029497
O: -1.036622 -0.387293 0.292371
H: -1.153670 1.063785 3.536985
H: -2.210107 1.227438 2.297045
H: -2.566584 -1.035892 2.827004
H: -0.886692 -1.173328 3.330983
C: 1.129714 1.625361 -2.415064
N: 0.881588 0.190286 -2.378071
C: 1.147085 -0.575015 -1.320375
S: 1.924587 0.043578 0.085889
N: 0.818534 -1.866523 -1.349856
C: 0.019514 -2.445365 -2.410292
H: 1.097339 1.950066 -3.452620
H: 2.108586 1.835211 -1.995334
H: 0.386027 2.167870 -1.828221
H: 0.231039 -0.172247 -3.057081
H: 0.719540 -2.277908 -0.429277
H: 0.520446 -2.334431 -3.373322
H: -0.977403 -1.994459 -2.456682
H: -0.098034 -3.506743 -2.213192
O: 1.145791 4.101155 3.597084
C: 0.967268 3.437649 2.630055
N: 0.808129 2.818423 1.621729

Force components x, y, z for each atom (eV/Å):
Pd -0.017 -0.031 0.321
N -0.292 0.170 -0.215
C 0.146 -0.064 0.054
C -0.017 0.343 -0.084
O -0.170 -0.157 0.193
O -0.182 -0.503 -0.226
H 0.115 0.134 -0.044
H -0.153 -0.118 0.133
H -0.008 -0.041 -0.061
H 0.001 0.027 0.001
C 0.007 -0.063 -0.008
N -0.053 0.030 0.107
C -0.150 -0.195 -0.013
S 0.355 0.471 -0.151
N 0.055 0.196 -0.095
C -0.023 -0.065 0.002
H -0.019 0.012 0.009
H 0.022 0.005 -0.008
H 0.000 0.009 -0.008
H 0.056 -0.025 -0.026
H -0.004 -0.074 -0.061
H 0.015 0.000 0.006
H 0.016 0.015 0.027
H -0.004 0.011 0.015
O -0.039 -0.007 -0.083
C 0.100 -0.090 0.044
N 0.244 0.013 0.171

***

DFT (ωB97M-V/def2-TZVPD) results for the ion C6H12N5S with charge +1.

- frontier orbital gap (eV) = 7.6
- charge = +1
- LUMO energy (eV) = -3.41
- SMILES string = C=N/C=C1/C[NH2+]CC/[N+]1=N/N[S-]

Geometry (Å):
C: 1.695855 2.622739 2.345096
N: 0.701331 2.090961 1.790741
C: 0.370875 0.775305 1.735141
C: -0.151449 0.185952 0.629673
C: -0.666968 -1.227149 0.636575
N: -0.192692 -1.966174 -0.572696
C: -0.561313 -1.239997 -1.817351
C: 0.088980 0.142077 -1.785543
N: -0.322276 0.839894 -0.591578
N: -0.753064 2.095507 -0.747618
N: -1.574181 2.553052 0.123058
S: -2.392976 1.815656 1.330370
H: 2.536493 2.073423 2.774925
H: 1.738552 3.700434 2.372227
H: 0.411807 0.195115 2.651146
H: -0.346876 -1.752454 1.535886
H: -1.761372 -1.203163 0.611382
H: 0.831147 -2.047498 -0.525259
H: -0.589590 -2.913824 -0.581617
H: -1.647922 -1.144519 -1.848733
H: -0.224343 -1.803723 -2.688335
H: 1.181626 0.048478 -1.825133
H: -0.233270 0.728899 -2.648379
H: -1.732086 3.552171 -0.016390

Force components x, y, z for each atom (eV/Å):
C 0.330 -0.323 0.038
N -0.308 0.905 -0.387
C -0.148 -1.079 -0.384
C 0.827 -0.170 0.492
C -0.139 0.720 0.889
N 0.152 -0.489 0.070
C -0.033 0.629 -0.690
C 0.031 0.078 -0.193
N -0.896 -0.067 0.350
N 0.072 0.880 -0.211
N 0.679 -0.163 -0.537
S -0.842 -0.272 0.458
H -0.053 -0.113 0.093
H 0.083 0.242 0.017
H -0.009 -0.091 0.073
H 0.049 -0.092 -0.153
H 0.054 -0.102 -0.149
H -0.205 -0.104 -0.008
H 0.170 0.219 0.005
H 0.067 -0.103 0.115
H 0.021 -0.071 0.161
H -0.024 -0.014 -0.008
H 0.027 -0.163 0.076
H 0.096 -0.257 -0.118

***

DFT (ωB97M-V/def2-TZVPD) results for the ion C6H12NO with charge -1.

- frontier orbital gap (eV) = 6.2
- charge = -1
- LUMO energy (eV) = 3.76
- SMILES string = C=CC[C@H](C[O-])NC

Geometry (Å):
C: -0.132272 1.299332 -2.979916
C: -0.258732 0.977523 -1.679211
C: 0.534373 0.009404 -0.846619
C: 0.272414 0.035960 0.630478
C: 1.697252 0.442499 1.555016
O: 2.017947 -0.465032 2.386004
N: -0.240862 -1.242796 1.081823
C: -1.713887 -1.443942 1.147714
H: -0.977063 1.671671 -3.563829
H: 0.823527 1.422660 -3.438396
H: -1.222313 1.129302 -1.134561
H: 0.271842 -1.034308 -1.278214
H: 1.615033 -0.016452 -1.010511
H: -0.503358 0.779258 0.750296
H: 2.445503 0.900378 0.854635
H: 1.350619 1.391235 2.010197
H: 0.114167 -1.420103 2.066591
H: -1.927561 -2.213879 1.849841
H: -1.952137 -1.745871 0.201754
H: -2.214492 -0.476839 1.396907

Force components x, y, z for each atom (eV/Å):
C -0.588 0.873 1.118
C -1.090 -1.001 -0.214
C 0.812 -1.544 -1.519
C 0.876 -0.408 0.453
C -2.506 1.423 -1.078
O 0.926 -1.646 1.149
N 0.154 -0.982 2.627
C 2.357 2.513 0.970
H 0.187 0.259 0.370
H 0.620 -0.728 -0.439
H 0.353 0.051 -0.934
H -0.062 1.432 0.713
H 0.178 0.549 -0.268
H -0.350 0.797 0.630
H 0.208 -0.861 -0.659
H -0.435 0.629 0.555
H 0.293 0.600 -1.595
H -0.311 -0.561 0.641
H -1.483 -0.789 -2.527
H -0.140 -0.606 0.008

***

DFT (ωB97M-V/def2-TZVPD) results for the ion C6H12NO with charge -1.

- frontier orbital gap (eV) = 6.1
- charge = -1
- LUMO energy (eV) = 3.80
- SMILES string = C=CC[C@H](C[O-])NC

Geometry (Å):
C: 2.852709 1.142935 -0.989639
C: 1.659001 1.269266 -0.431711
C: 1.041639 0.353534 0.570922
C: -0.439497 0.116871 0.269855
C: -1.233011 0.030664 1.651811
O: -2.510742 -0.233982 1.551979
N: -0.549905 -1.146959 -0.522809
C: -1.883290 -1.269260 -1.158584
H: 3.205038 1.723004 -1.830739
H: 3.498184 0.299133 -0.723660
H: 1.091790 2.162171 -0.676574
H: 1.621398 -0.567183 0.478023
H: 1.185188 0.729069 1.605929
H: -0.926106 0.878104 -0.356206
H: -0.654613 -0.724053 2.232706
H: -0.966159 1.064914 2.071771
H: -0.261396 -1.935732 0.037455
H: -1.817874 -2.043568 -1.924610
H: -2.287958 -0.303769 -1.471192
H: -2.624397 -1.545159 -0.384727

Force components x, y, z for each atom (eV/Å):
C 0.421 -0.984 -0.260
C 0.187 0.870 0.306
C 0.405 0.404 -0.248
C -0.278 -1.816 0.784
C 0.473 0.950 -1.192
O -0.769 -0.125 0.034
N -0.179 1.817 -0.916
C 0.000 -0.972 1.870
H -0.023 0.462 0.182
H -0.222 0.112 -0.090
H -0.259 -0.054 -0.197
H -0.266 -0.275 0.274
H -0.239 0.005 -0.428
H 0.380 0.142 0.237
H 0.456 -0.111 0.364
H -0.052 -0.316 0.356
H -0.524 -0.133 0.177
H -0.238 0.281 -0.368
H 0.603 -0.093 -0.516
H 0.123 -0.163 -0.367

***

DFT (ωB97M-V/def2-TZVPD) results for the ion C6H12NO with charge +1.

- frontier orbital gap (alpha / beta) (eV) = 6.1 / 8.2
- charge = +1
- LUMO energy (alpha / beta) (eV) = -7.16 / -5.64

Geometry (Å):
C: 1.089146 -1.075300 1.646681
C: 0.330037 1.597038 0.520249
C: 1.851376 1.091679 0.690192
C: -1.439370 -0.905694 0.392212
C: -0.736459 -0.669143 -2.142346
C: -1.085955 0.019833 -0.713096
N: -0.222011 1.020799 -0.628454
O: 1.947847 -0.180975 1.365090
H: 1.548569 -1.964151 2.213656
H: -0.233919 1.301109 1.512139
H: 0.444681 2.629997 0.384957
H: 2.142991 0.879871 -0.336173
H: 2.534323 1.632009 1.301284
H: -2.233694 -0.400458 1.054231
H: -2.033966 -1.685481 -0.065984
H: -0.503109 -1.337827 0.875637
H: -0.341374 0.189975 -2.701932
H: -1.277868 -1.398389 -2.604014
H: 0.295760 -1.288115 -1.994106
H: -2.077006 0.543222 -0.770222

Force components x, y, z for each atom (eV/Å):
C 2.742 1.200 0.047
C -0.223 -2.844 2.920
C -2.204 -0.475 -1.195
C -2.067 0.260 0.793
C 4.996 1.426 2.857
C -1.475 -2.571 -2.390
N 2.503 2.664 -0.002
O -1.631 -3.092 1.098
H -0.593 0.997 -0.713
H 0.981 0.833 -1.488
H -0.059 1.638 -0.054
H 0.750 0.212 0.143
H 0.218 1.221 -0.022
H 1.864 -0.820 0.017
H 0.123 -0.594 0.008
H -0.676 0.394 0.170
H -0.812 -0.572 -0.555
H -2.455 -1.293 -1.142
H -2.043 1.358 0.203
H 0.060 0.060 -0.696

***

Listing electronic energy for the structures above in their given order: -21711.834 -32835.783 -24692.082 -9951.570 -9952.573 -9939.261 eV.
Listing ΔE to the lowest compared entry with this formula, charge and spin for the structures above in their given order: 354.3 0.0 161.8 171.3 74.6 756.8 kJ/mol.